[1]
Molecular formula: C18H23FN4OS
Method: DFT, the ωB97M-V functional and the def2-TZVPD basis

The geometry in XYZ format:
```
48
Properties=species:S:1:pos:R:3:nbo_charge:R:1
C 1.376 2.565 -0.966 -0.61
C 1.804 2.133 -2.367 -0.23
C 2.382 3.312 -3.142 -0.60
C 2.842 1.002 -2.308 -0.22
N 2.357 -0.183 -1.640 -0.60
C 1.555 -1.084 -2.256 0.32
S 1.289 -1.008 -3.893 -0.30
N 1.042 -2.085 -1.499 -0.43
C 0.035 -2.975 -2.030 -0.23
C -1.215 -2.920 -1.157 -0.41
C -0.907 -3.357 0.292 -0.28
C -1.514 -2.404 1.256 0.55
N -1.381 -1.113 1.279 -0.53
C -2.112 -0.741 2.376 0.31
C -2.250 0.637 2.801 -0.14
C -2.956 0.946 3.963 -0.14
C -3.081 2.260 4.366 -0.29
C -2.495 3.253 3.598 0.42
F -2.614 4.536 3.992 -0.32
C -1.792 2.971 2.440 -0.29
C -1.672 1.654 2.043 -0.15
N -2.655 -1.765 2.982 -0.15
O -2.272 -2.851 2.261 -0.27
C 0.614 -3.394 0.522 -0.39
C 1.271 -2.153 -0.066 -0.24
H 0.669 3.389 -1.028 0.21
H 2.238 2.897 -0.388 0.20
H 0.893 1.748 -0.433 0.20
H 0.929 1.752 -2.903 0.22
H 3.266 3.702 -2.640 0.20
H 2.662 3.005 -4.146 0.22
H 1.650 4.112 -3.220 0.21
H 3.116 0.715 -3.326 0.24
H 3.737 1.340 -1.779 0.19
H 2.319 -0.122 -0.635 0.39
H -0.197 -2.638 -3.043 0.27
H 0.425 -3.996 -2.094 0.19
H -1.989 -3.554 -1.588 0.22
H -1.580 -1.892 -1.152 0.23
H -1.326 -4.344 0.505 0.24
H -3.398 0.145 4.534 0.24
H -3.623 2.526 5.261 0.23
H -1.353 3.773 1.869 0.23
H -1.137 1.398 1.142 0.23
H 1.028 -4.291 0.063 0.22
H 0.829 -3.439 1.592 0.23
H 0.842 -1.272 0.435 0.21
H 2.350 -2.189 0.129 0.21
```

The value obtained for the energy above the lowest of the compared OMol25 structures with the same formula, charge and spin is 0.782 eV. As for the spin multiplicity: 1. As for the SMILES: CC(C)CNC(=S)N1CCC(c2nc(-c3ccc(F)cc3)no2)CC1. The total energy is -40600.1004 eV.


[2]
Molecular formula: C3H11NO4
Method: DFT, the ωB97M-V functional and the def2-TZVPD basis

The geometry in XYZ format:
```
19
Properties=species:S:1:pos:R:3:nbo_charge:R:1
N -1.874 -0.712 -1.456 -0.86
C -2.199 0.486 -2.164 -0.20
C -0.866 1.140 -2.625 -0.52
C 0.042 1.412 -1.370 0.82
O -0.178 0.828 -0.391 -0.61
O 0.720 2.503 -1.508 -0.71
H -1.180 -0.715 -0.685 0.40
H -1.465 -1.340 -2.212 0.34
H -2.709 0.381 -3.226 0.20
H -2.767 1.216 -1.581 0.20
H -1.037 2.016 -3.197 0.22
H -0.220 0.469 -3.184 0.21
H 1.261 3.007 -0.842 0.52
O 2.344 -2.177 5.645 -0.95
H 3.233 -2.120 5.496 0.47
H 1.913 -2.845 5.018 0.48
O 1.137 -2.355 2.157 -0.96
H 1.442 -1.805 2.831 0.47
H 0.587 -1.908 1.507 0.48
```

The value obtained for the energy above the lowest of the compared OMol25 structures with the same formula, charge and spin is 2.975 eV. As for the spin multiplicity: 1. As for the SMILES: NCCC(=O)O.O.O. The total energy is -12968.0851 eV.


[3]
Molecular formula: FNO3S
Method: DFT, the ωB97M-V functional and the def2-TZVPD basis

The geometry in XYZ format:
```
6
Properties=species:S:1:pos:R:3:nbo_charge:R:1
N -0.505 0.277 1.040 -0.23
O 1.059 -1.323 -0.312 -0.83
O -1.496 0.155 0.318 0.18
O -1.430 -0.170 -0.897 -0.26
F 1.202 1.187 -0.585 -0.50
S 1.170 -0.126 0.436 1.65
```

The value obtained for the energy above the lowest of the compared OMol25 structures with the same formula, charge and spin is 3.917 eV. As for the spin multiplicity: 1. The total energy is -21177.8614 eV.


[4]
Molecular formula: C30H52Ca2Cl3F2N3NaO12P
Method: DFT, the ωB97M-V functional and the def2-TZVPD basis

The geometry in XYZ format:
```
106
Properties=species:S:1:pos:R:3:mulliken_charge:R:1
C 3.390 1.175 4.454 -0.12
C 3.322 0.382 3.176 -0.83
C 2.228 1.064 2.273 -0.60
N 1.008 1.366 2.970 0.38
P -0.620 1.324 2.303 2.93
C -0.910 3.240 2.875 -2.33
O 0.175 4.003 3.573 0.36
C -0.341 5.339 3.737 -0.84
C -0.416 -0.509 1.866 -1.33
C 0.211 -1.496 2.861 0.36
C 0.733 -1.385 4.290 -1.84
N 0.240 -2.664 2.377 -0.65
C -2.358 1.478 1.514 -1.12
C -3.678 1.587 2.287 0.00
C -4.403 0.195 2.335 -1.31
F -3.779 2.270 3.495 -0.36
C -1.269 0.857 4.056 -0.15
O -1.991 -0.101 4.281 -0.64
O -0.873 1.538 5.115 -0.75
C -0.007 1.932 0.525 -0.13
C 0.738 3.108 0.307 -1.03
C 1.132 3.525 -1.014 0.43
C 0.752 2.724 -2.232 -0.42
C 0.020 1.604 -1.969 -1.33
C -0.334 1.260 -0.676 -0.85
H 3.059 0.576 5.319 0.39
H 2.794 2.080 4.298 -1.23
H 4.429 1.477 4.673 0.50
H 4.257 0.531 2.604 0.48
H 3.254 -0.701 3.297 0.33
H 2.729 2.048 2.014 0.33
H 2.261 0.476 1.341 0.16
H 1.085 1.137 3.949 0.43
H -1.254 3.846 2.002 0.66
H -1.733 3.328 3.600 0.84
H -0.933 5.662 2.862 0.18
H 0.480 6.112 3.820 0.26
H -1.031 5.409 4.607 0.33
H 0.192 -0.664 0.953 0.56
H -1.378 -0.981 1.607 0.65
H 0.614 -0.441 4.839 0.31
H 1.785 -1.696 4.418 0.22
H 0.174 -2.121 4.883 0.61
H 0.625 -3.315 3.064 0.26
H -2.539 0.661 0.796 0.34
H -2.321 2.362 0.837 0.63
H -4.378 2.144 1.629 0.42
H -5.077 0.121 3.195 0.37
H -4.937 0.061 1.379 0.39
H -3.664 -0.622 2.361 0.22
H 1.052 3.735 1.153 0.46
H 1.787 4.479 -1.194 0.77
H 1.042 3.017 -3.296 0.02
H -0.317 0.971 -2.790 0.48
H -0.922 0.345 -0.583 0.22
Ca 2.044 3.768 5.015 1.45
C 1.024 -5.918 0.329 -0.58
C 1.220 -4.774 -0.647 0.15
C 2.548 -5.135 -1.294 0.08
O 2.636 -6.562 -1.288 -0.43
C 1.599 -7.093 -0.448 -0.31
H -0.013 -6.068 0.626 0.36
H 1.616 -5.741 1.232 0.25
H 0.424 -4.786 -1.394 -0.01
H 1.230 -3.791 -0.175 0.07
H 3.393 -4.743 -0.714 0.33
H 2.632 -4.769 -2.321 -0.35
H 0.845 -7.552 -1.096 0.14
H 2.012 -7.864 0.205 0.30
Na 1.598 5.161 -3.033 0.77
C 2.119 -4.921 -5.427 -0.16
C 2.169 -5.045 -6.939 -0.69
C 2.203 -3.595 -7.371 -0.30
O 2.863 -2.879 -6.342 -0.32
C 3.002 -3.714 -5.188 -0.35
H 2.461 -5.809 -4.899 0.56
H 1.099 -4.709 -5.109 0.04
H 3.096 -5.546 -7.242 0.27
H 1.334 -5.593 -7.363 0.32
H 1.189 -3.176 -7.473 0.29
H 2.735 -3.436 -8.338 0.33
H 4.059 -3.997 -5.102 0.25
H 2.724 -3.150 -4.294 0.25
C -2.232 7.900 -5.436 -0.49
C -1.081 7.728 -4.564 0.34
N -0.212 7.597 -3.848 -0.43
H -2.247 8.911 -5.841 0.28
H -2.193 7.187 -6.258 0.27
H -3.141 7.729 -4.840 0.17
F 1.300 -4.221 -9.305 -0.51
O -4.609 7.529 -3.909 -0.78
Cl -5.475 8.133 -2.901 1.67
O -6.725 7.428 -2.870 -0.64
O -5.694 9.515 -3.238 -0.65
O -4.823 8.039 -1.614 -0.67
C -1.576 -1.877 7.096 0.34
Cl -2.856 -2.818 7.870 -0.18
Cl 0.024 -2.594 7.396 -0.19
H -1.756 -1.848 6.026 -0.15
H -1.588 -0.870 7.497 0.22
Ca 0.577 6.195 0.128 0.71
C -0.862 -6.603 -3.610 0.83
O -0.547 -6.187 -4.755 -0.57
O -1.482 -5.639 -2.848 -0.48
O -0.684 -7.711 -3.120 -0.55
H -1.426 -4.971 -3.558 0.32
```

As for the spin multiplicity: 1. The total energy is -154550.2487 eV.


[5]
Molecular formula: C4H8O2
Method: DFT, the ωB97M-V functional and the def2-TZVPD basis

The geometry in XYZ format:
```
14
Properties=species:S:1:pos:R:3:nbo_charge:R:1
C -0.104 -1.301 1.702 -0.21
O 0.044 -0.387 0.641 -0.67
C -0.149 0.064 -0.852 0.03
C 1.125 0.793 -1.198 -0.63
C -1.289 0.992 -0.505 0.38
O -2.169 1.413 -1.231 -0.52
H -0.990 -1.931 1.597 0.17
H -0.194 -0.679 2.599 0.19
H 0.742 -1.987 1.759 0.18
H -0.400 -0.816 -1.441 0.22
H 1.027 1.237 -2.194 0.23
H 1.305 1.637 -0.525 0.23
H 2.003 0.146 -1.120 0.23
H -0.951 0.819 0.768 0.18
```

The value obtained for the energy above the lowest of the compared OMol25 structures with the same formula, charge and spin is 4.270 eV. As for the spin multiplicity: 1. As for the SMILES: CO[C@H](C)C=O. The total energy is -8369.0121 eV.


[6]
Molecular formula: C6H10N2O
Method: DFT, the ωB97M-V functional and the def2-TZVPD basis

The geometry in XYZ format:
```
19
Properties=species:S:1:pos:R:3:nbo_charge:R:1
C 2.159 -0.413 -0.014 -0.69
C 0.706 0.245 0.017 0.27
O 0.688 1.697 0.073 -0.73
C -0.373 -0.433 1.070 -0.10
N -0.577 -1.459 -0.054 -0.58
C -0.297 -0.395 -0.995 -0.13
C -1.417 0.589 -0.683 -0.10
N -2.623 -0.162 -0.143 -0.54
C -1.585 0.394 0.811 -0.12
H 2.615 -0.488 -1.162 0.23
H 2.269 -1.579 0.323 0.24
H 2.943 0.356 0.638 0.22
H 1.775 1.888 -0.020 0.47
H -0.087 -0.865 2.096 0.22
H 0.265 -2.090 0.127 0.35
H 0.057 -0.651 -2.046 0.21
H -1.484 1.525 -1.265 0.23
H -3.334 0.617 -0.146 0.34
H -1.701 1.223 1.373 0.21
```

The value obtained for the energy above the lowest of the compared OMol25 structures with the same formula, charge and spin is 5.684 eV. As for the spin multiplicity: 1. As for the SMILES: C[C@]1(O)[C@@H]2N[C@H]1[C@H]1N[C@H]12. The total energy is -11406.4035 eV.


[7]
Molecular formula: C4H7NO2
Method: DFT, the ωB97M-V functional and the def2-TZVPD basis

The geometry in XYZ format:
```
14
Properties=species:S:1:pos:R:3:nbo_charge:R:1
C -0.362 -1.093 1.246 -0.60
C 0.328 -0.119 0.291 -0.43
C 0.854 -0.958 -0.906 0.42
O 0.864 -2.163 -0.829 -0.51
C -0.568 1.106 0.030 0.68
N -0.182 1.910 -1.000 -0.83
O -1.504 1.384 0.754 -0.59
H -1.281 -1.470 0.790 0.22
H 0.290 -1.947 1.431 0.23
H -0.622 -0.608 2.187 0.23
H 1.208 0.315 0.796 0.25
H 1.291 -0.622 -1.865 0.13
H 0.474 1.585 -1.690 0.39
H -0.789 2.682 -1.236 0.41
```

The value obtained for the energy above the lowest of the compared OMol25 structures with the same formula, charge and spin is 0.790 eV. As for the spin multiplicity: 1. As for the SMILES: C[C@@H](C=O)C(N)=O. The total energy is -9846.4894 eV.


[8]
Molecular formula: CH8N5
Method: DFT, the ωB97M-V functional and the def2-TZVPD basis

The geometry in XYZ format:
```
14
Properties=species:S:1:pos:R:3:nbo_charge:R:1
C -0.703 0.801 -0.455 0.51
N -1.025 1.827 -0.976 -0.42
N -1.508 2.879 -1.409 0.23
N 0.650 0.622 1.756 -1.03
N -2.567 3.332 -0.796 -0.40
N 2.071 -4.434 -0.565 -1.08
H 2.684 -3.795 -0.853 0.34
H -0.244 0.168 1.978 0.40
H 0.665 1.399 2.418 0.38
H -2.730 2.942 0.136 0.43
H -3.030 4.008 -1.384 0.46
H 1.686 -4.770 -1.433 0.36
H 1.590 0.194 1.551 0.43
H 2.459 -5.173 0.032 0.37
```

The value obtained for the energy above the lowest of the compared OMol25 structures with the same formula, charge and spin is 7.041 eV. As for the spin multiplicity: 1. Its net charge is +1. The total energy is -8604.4432 eV.


| no. | largest force on an atom (eV Å⁻¹) |
| --- | --- |
| 1 | 1.316 |
| 2 | 5.220 |
| 3 | 2.128 |
| 4 | 3.728 |
| 5 | 3.599 |
| 6 | 5.986 |
| 7 | 1.228 |
| 8 | 4.703 |